Record 1
ORCA calculation (wB97M-V/def2-TZVPD) on C10H16P as an isolated structure in a non-equilibrium geometry.

Summary:
LUMO level = -0.196 Ha
electronic energy = -19904.837 eV
relative energy (zero: lowest compared OMol25 entry of this formula, charge and spin) = 594.77 kJ/mol
total charge = +1
frontier orbital gap = 7.2406 eV
HOMO energy = -12.56 eV

Each line ends with the natural charge from an NBO analysis.
Cartesian coordinates (Å):
C  3.04  -0.64  -0.22  0.017
C  2.83  0.41  -0.81  -0.265
C  -1.44  0.57  1.80  -0.072
C  -1.25  1.74  1.16  -0.620
C  -0.99  -0.73  1.33  -0.320
C  -0.34  -0.51  -0.04  -0.391
C  3.45  -1.57  0.80  -0.707
C  -2.31  -1.57  0.96  -0.573
C  0.61  -1.06  -0.87  -0.121
C  -0.31  2.54  -1.55  -1.041
P  0.17  1.76  0.05  1.090
H  -1.84  0.67  2.74  0.227
H  -1.54  2.62  1.59  0.249
H  -0.52  -1.26  2.13  0.260
H  -1.09  0.08  -0.53  0.255
H  3.04  -1.01  1.70  0.258
H  2.97  -2.55  0.78  0.245
H  4.54  -1.58  0.74  0.276
H  -3.01  -1.73  1.81  0.240
H  -2.01  -2.52  0.59  0.221
H  -2.85  -1.00  0.09  0.211
H  0.71  -0.74  -1.97  0.243
H  1.24  -1.91  -0.58  0.227
H  2.54  1.03  -1.79  0.270
H  0.35  2.12  -2.23  0.254
H  0.14  3.52  -1.72  0.301
H  -1.40  2.50  -1.77  0.267

Record 2
ORCA calculation (wB97M-V/def2-TZVPD) on one molecule with the formula C4H8N2O2S in a non-equilibrium geometry.

Summary:
LUMO level (spin up / spin down) = -0.095 / -0.095 Ha
electronic energy = -22181.061 eV
relative energy (zero: lowest compared OMol25 entry of this formula, charge and spin) = 703.79 kJ/mol
total charge = 0
frontier orbital gap (spin up / spin down) = 4.9761 / 4.9899 eV
HOMO energy (spin up / spin down) = -7.57 / -7.58 eV

Each line ends with the natural charge from an NBO analysis.
Cartesian coordinates (Å):
C  -0.33  0.48  0.90  -0.269
C  -0.67  1.88  0.37  -0.600
C  1.06  -0.88  -0.64  0.209
C  -1.28  -1.24  -0.64  -0.448
N  -0.14  -0.60  -0.10  -0.275
N  2.29  -0.60  0.02  0.467
O  3.26  -0.57  -0.67  -0.312
O  2.22  -0.51  1.27  -0.402
S  0.73  2.59  -0.47  -0.258
H  0.53  0.45  1.65  0.274
H  -1.11  0.07  1.58  0.212
H  -1.54  1.69  -0.45  0.183
H  -1.09  2.63  1.14  0.267
H  0.99  -1.15  -1.70  0.242
H  -1.05  -2.34  -0.79  0.234
H  -2.14  -1.28  0.07  0.242
H  -1.73  -0.63  -1.54  0.235

Record 3
ORCA calculation (wB97M-V/def2-TZVPD) on one molecule with the formula C18H19FN2O3.

Summary:
LUMO level = 0.020 Ha
SMILES string = COC(=O)c1ccc(NC(=O)CN(C)Cc2cccc(F)c2)cc1
electronic energy = -30815.423 eV
relative energy (zero: lowest compared OMol25 entry of this formula, charge and spin) = 27.67 kJ/mol
total charge = 0
frontier orbital gap = 9.0550 eV
HOMO energy = -8.50 eV

Each line ends with the natural charge from an NBO analysis.
Cartesian coordinates (Å):
C  6.56  0.28  -0.76  -0.258
O  5.17  0.54  -0.60  -0.514
C  4.58  -0.09  0.43  0.786
O  5.17  -0.83  1.18  -0.599
C  3.14  0.23  0.54  -0.216
C  2.40  -0.36  1.57  -0.126
C  1.05  -0.10  1.71  -0.285
C  0.42  0.76  0.81  0.274
N  -0.94  1.04  0.87  -0.647
C  -1.90  0.48  1.66  0.690
O  -1.70  -0.23  2.62  -0.598
C  -3.30  0.92  1.25  -0.327
N  -3.42  1.07  -0.20  -0.449
C  -4.52  1.95  -0.55  -0.404
C  -3.56  -0.23  -0.86  -0.263
C  -2.26  -1.00  -0.83  0.074
C  -1.24  -0.65  -1.71  -0.257
C  -0.03  -1.32  -1.68  -0.184
C  0.18  -2.36  -0.78  -0.286
C  -0.85  -2.70  0.07  0.414
F  -0.67  -3.72  0.93  -0.321
C  -2.07  -2.05  0.06  -0.316
C  1.16  1.36  -0.21  -0.271
C  2.51  1.10  -0.34  -0.148
H  6.87  0.84  -1.63  0.193
H  7.11  0.61  0.13  0.193
H  6.73  -0.79  -0.89  0.194
H  2.90  -1.03  2.25  0.238
H  0.48  -0.56  2.50  0.260
H  -1.32  1.58  0.10  0.422
H  -3.47  1.89  1.72  0.228
H  -4.02  0.21  1.67  0.201
H  -4.54  2.08  -1.63  0.203
H  -4.36  2.92  -0.08  0.203
H  -5.50  1.56  -0.23  0.171
H  -3.83  -0.04  -1.90  0.211
H  -4.36  -0.83  -0.40  0.179
H  -1.39  0.15  -2.41  0.210
H  0.76  -1.04  -2.36  0.221
H  1.12  -2.89  -0.74  0.235
H  -2.84  -2.35  0.75  0.234
H  0.67  2.03  -0.90  0.207
H  3.08  1.56  -1.13  0.230

Record 4
ORCA calculation (wB97M-V/def2-TZVPD) on an isolated ion of composition C4H11N2O and charge +2 in a non-equilibrium geometry.

Summary:
LUMO level (spin up / spin down) = -0.304 / -0.465 Ha
electronic energy = -9334.022 eV
relative energy (zero: lowest compared OMol25 entry of this formula, charge and spin) = 87.75 kJ/mol
spin multiplicity = 2
total charge = +2
frontier orbital gap (spin up / spin down) = 11.5288 / 7.0339 eV
HOMO energy (spin up / spin down) = -19.80 / -19.69 eV

Each line ends with the natural charge from an NBO analysis.
Cartesian coordinates (Å):
N  1.37  0.01  -1.30  -0.687
C  1.37  -0.76  -0.01  -0.264
C  0.03  -1.41  0.36  -0.282
N  -1.13  -0.51  0.37  -0.191
C  -1.10  0.75  1.02  -0.394
C  -1.38  1.86  -0.06  0.490
O  -0.71  1.94  -1.00  -0.425
H  2.30  0.40  -1.48  0.475
H  1.16  -0.63  -2.09  0.453
H  0.61  0.69  -1.37  0.461
H  1.66  -0.10  0.80  0.245
H  2.20  -1.48  0.02  0.292
H  -0.23  -2.20  -0.32  0.262
H  0.17  -1.82  1.36  0.302
H  -2.02  -1.01  0.44  0.450
H  -0.14  1.01  1.47  0.271
H  -1.81  0.85  1.84  0.312
H  -2.34  2.39  -0.05  0.230

Record 5
ORCA calculation (wB97M-V/def2-TZVPD) on one molecule with the formula C4H8N2S in a non-equilibrium geometry.

Summary:
LUMO level (spin up / spin down) = 0.013 / 0.013 Ha
electronic energy = -18089.309 eV
relative energy (zero: lowest compared OMol25 entry of this formula, charge and spin) = 427.77 kJ/mol
total charge = 0
frontier orbital gap (spin up / spin down) = 8.1726 / 8.1719 eV
HOMO energy (spin up / spin down) = -7.81 / -7.81 eV

Each line ends with the natural charge from an NBO analysis.
Cartesian coordinates (Å):
C  -0.95  -0.19  -0.22  0.229
C  -0.46  -0.68  1.29  -0.621
C  -2.45  -0.47  -0.56  -0.649
C  2.49  0.92  -0.54  -0.447
N  -0.06  0.20  -1.00  -0.258
N  1.59  -0.13  -0.02  -0.502
S  1.20  0.00  1.57  0.450
H  -1.00  -0.14  2.13  0.241
H  -0.48  -1.80  1.31  0.233
H  -2.81  -1.39  -0.10  0.234
H  -2.39  -0.40  -1.68  0.243
H  -2.90  0.40  -0.30  0.228
H  3.42  1.07  0.11  0.207
H  2.73  0.65  -1.55  0.219
H  2.07  1.95  -0.44  0.192

Record 6
ORCA calculation (wB97M-V/def2-TZVPD) on one molecule with the formula C3H5NS2 in a non-equilibrium geometry.

Summary:
LUMO level = -0.008 Ha
SMILES string = N/C=C/C(=S)S
electronic energy = -26351.881 eV
relative energy (zero: lowest compared OMol25 entry of this formula, charge and spin) = 82.22 kJ/mol
total charge = 0
frontier orbital gap = 8.1062 eV
HOMO energy = -8.34 eV

Each line ends with the natural charge from an NBO analysis.
Cartesian coordinates (Å):
N  -0.72  2.03  -0.91  -0.775
C  -0.70  0.80  -0.30  0.131
C  0.36  -0.01  -0.17  -0.430
C  0.29  -1.33  0.52  -0.247
S  -0.98  -2.06  1.31  -0.090
S  1.86  -2.17  0.45  0.064
H  -1.41  2.67  -0.51  0.391
H  0.17  2.49  -1.08  0.384
H  -1.68  0.56  0.16  0.217
H  1.25  0.28  -0.62  0.209
H  1.54  -3.25  1.14  0.146

Record 7
ORCA calculation (wB97M-V/def2-TZVPD) on C4H6LiO2 as an isolated structure in a non-equilibrium geometry.

Summary:
LUMO level (spin up / spin down) = -0.080 / -0.079 Ha
electronic energy = -8537.702 eV
relative energy (zero: lowest compared OMol25 entry of this formula, charge and spin) = 399.44 kJ/mol
spin multiplicity = 2
total charge = 0
frontier orbital gap (spin up / spin down) = 1.9811 / 2.3628 eV
HOMO energy (spin up / spin down) = -4.16 / -4.51 eV

Each line ends with the natural charge from an NBO analysis.
Cartesian coordinates (Å):
C  0.99  0.79  0.10  0.335
O  1.74  1.42  -0.84  -0.689
H  1.59  0.52  0.97  0.197
H  1.34  1.36  -1.72  0.479
C  -0.17  -2.39  0.35  -0.643
C  -0.71  -1.10  0.63  -0.614
C  -0.24  0.07  -0.19  0.037
O  -0.28  1.36  0.44  -0.721
Li  -1.11  3.03  -0.01  0.954
H  -0.40  -2.66  -0.70  0.056
H  -0.30  -1.07  1.67  0.225
H  -1.83  -1.40  0.51  0.215
H  -0.61  0.08  -1.22  0.170

Record 8
ORCA calculation (wB97M-V/def2-TZVPD) on a 2-piece molecular cluster, C3H12NOS2 overall in a non-equilibrium geometry.

Summary:
LUMO level = -0.123 Ha
electronic energy = -28507.339 eV
relative energy (zero: lowest compared OMol25 entry of this formula, charge and spin) = 59.59 kJ/mol
total charge = +1
frontier orbital gap = 9.5458 eV
HOMO energy = -12.90 eV

Each line ends with the natural charge from an NBO analysis.
Cartesian coordinates (Å):
N  1.00  -0.91  -0.62  -0.667
C  0.61  0.37  0.12  -0.061
C  1.84  1.11  0.59  -0.651
C  -0.27  -0.07  1.33  -0.583
S  -2.01  0.11  0.85  0.124
S  -2.73  -1.75  0.84  -0.118
H  0.16  -1.40  -0.85  0.442
H  1.48  -0.73  -1.49  0.441
H  1.60  -1.51  -0.04  0.435
H  0.00  0.86  -0.62  0.267
H  2.66  1.21  -0.13  0.237
H  1.54  2.04  1.06  0.262
H  2.34  0.55  1.39  0.222
H  -0.11  -1.11  1.62  0.240
H  0.10  0.50  2.19  0.253
H  -3.41  -1.83  2.00  0.150
H  -2.22  0.63  -2.29  0.490
H  -1.27  1.03  -3.45  0.490
O  -1.33  0.91  -2.49  -0.974